This record from the Open Molecules 2025 dataset describes a 11-piece molecular cluster, C56H162N23O19P9 overall at a distorted geometry. The level of theory is ωB97M-V/def2-TZVPD.

CARTESIAN COORDINATES (ANGSTROEM)
C -1.2748 -0.8208 -5.2193
N -0.1315 -1.7428 -4.8822
C 0.3103 -1.7335 -3.4958
P 0.7574 -2.6825 -6.0970
O 2.2269 -2.7732 -5.9759
N 0.1504 -4.2565 -5.9927
C -1.2411 -4.5839 -5.6185
C 0.9425 -5.5168 -5.6968
N 0.1996 -2.1918 -7.6042
C -1.2273 -2.3816 -7.9145
C 1.0218 -1.7225 -8.7819
H -0.8607 -0.2268 -6.0340
H -1.5011 -0.1265 -4.4101
H -2.2004 -1.3145 -5.5156
H -0.4777 -2.1181 -2.8483
H 0.5971 -0.7473 -3.1306
H 1.2105 -2.3475 -3.4697
H -1.9634 -3.8030 -5.8567
H -1.5564 -5.5572 -5.9944
H -1.3702 -4.6540 -4.5384
H 0.3580 -6.3972 -5.9641
H 1.8567 -5.5518 -6.2893
H 1.2490 -5.6250 -4.6564
H -1.4463 -1.7060 -8.7414
H -1.3497 -3.3419 -8.4156
H -1.9639 -2.2062 -7.1304
H 1.8349 -1.0858 -8.4332
H 0.4879 -1.0220 -9.4239
H 1.3778 -2.5923 -9.3341
C -2.6564 0.5979 4.7302
N -3.7614 0.3383 3.7685
C -3.7785 -0.9889 3.1337
P -5.2586 1.2323 4.0185
O -5.0007 2.5571 4.6129
N -6.0528 1.3024 2.4967
C -5.3044 1.6692 1.3229
C -7.4241 1.8287 2.3908
N -6.2339 0.1918 4.9437
C -6.5942 0.4728 6.2848
C -6.7058 -1.0690 4.3869
H -3.0159 0.2812 5.7092
H -2.5742 1.6836 4.7821
H -1.6846 0.1833 4.4621
H -2.7527 -1.2497 2.8733
H -4.4296 -0.9128 2.2628
H -4.1395 -1.8029 3.7623
H -4.7154 2.5813 1.4188
H -4.6348 0.8226 1.1713
H -5.9969 1.8365 0.4979
H -7.8553 1.4955 1.4468
H -8.1035 1.5196 3.1852
H -7.5131 2.9146 2.4237
H -6.2141 -0.3504 6.8897
H -6.1559 1.4330 6.5568
H -7.6625 0.5650 6.4807
H -6.5246 -1.8588 5.1159
H -6.4099 -1.2971 3.3629
H -7.7898 -0.9878 4.3075
C 3.3828 2.9820 9.5101
N 2.6290 2.7971 8.2661
C 3.1746 3.5065 7.1054
P 1.3380 1.6266 8.1182
O 1.3060 0.7172 9.2774
N -0.0503 2.6068 7.7510
C -0.2594 3.2665 6.4403
C -1.2884 2.2289 8.4151
N 1.6065 0.7762 6.6995
C 2.8381 0.0598 6.4968
C 0.5055 0.0545 6.1286
H 2.8532 2.5510 10.3598
H 3.6853 4.0062 9.7281
H 4.2898 2.3926 9.3755
H 4.2469 3.3118 7.0860
H 3.0976 4.5890 7.2068
H 2.8159 3.2456 6.1098
H -1.2939 3.6057 6.4942
H 0.3039 4.1886 6.2971
H -0.0894 2.5619 5.6262
H -1.8696 1.6003 7.7404
H -1.0959 1.7548 9.3775
H -1.9456 3.0950 8.4934
H 2.6915 -0.9969 6.7206
H 3.2349 0.2642 5.5024
H 3.6160 0.4835 7.1319
H 0.6855 -0.2670 5.1028
H -0.4131 0.6378 6.0645
H 0.4315 -0.8730 6.6964
C 1.0356 -5.4358 -1.6311
N 1.6426 -6.7012 -1.2716
C 2.5381 -6.6563 -0.1667
P 1.4191 -7.9604 -2.4029
O 0.6646 -7.6820 -3.6346
N 2.9841 -8.5807 -2.7491
C 4.0161 -7.6436 -3.1891
C 3.1449 -9.9038 -3.3021
N 0.6538 -9.0595 -1.3596
C -0.7585 -8.9292 -1.1486
C 1.4082 -9.8961 -0.3250
H 0.4860 -5.0470 -0.7739
H 0.3000 -5.6264 -2.4126
H 1.7776 -4.6923 -1.9221
H 3.0278 -7.6058 0.0496
H 1.9841 -6.1971 0.6520
H 3.4082 -6.0191 -0.3246
H 3.9453 -7.4301 -4.2556
H 4.0486 -6.7367 -2.5853
H 4.9851 -8.1404 -3.1409
H 2.3865 -10.5528 -2.8641
H 3.0519 -9.8745 -4.3877
H 4.1801 -10.1462 -3.0618
H -1.0068 -9.6569 -0.3759
H -0.9165 -7.9042 -0.8133
H -1.3415 -9.0326 -2.0637
H 1.2236 -9.6879 0.7289
H 2.4751 -10.0297 -0.5042
H 1.0475 -10.9247 -0.3181
C 2.4450 4.9115 0.4140
N 2.5513 5.4596 1.8169
C 1.2553 5.6808 2.5280
P 4.0541 5.7474 2.6690
O 3.7826 5.9732 4.0994
N 5.0220 4.3306 2.3945
C 5.8582 4.2069 1.2033
C 4.7647 3.0816 3.1157
N 4.8787 7.0002 1.7723
C 5.8743 7.8311 2.4157
C 4.5849 7.2422 0.3497
H 2.5669 5.6259 -0.4002
H 1.4415 4.5331 0.2191
H 3.1817 4.1131 0.3251
H 1.1384 6.7564 2.6609
H 1.1958 5.2016 3.5052
H 0.4320 5.3292 1.9062
H 5.3858 4.5869 0.2975
H 6.6475 4.9260 1.4224
H 6.3895 3.2705 1.0331
H 3.9901 3.2228 3.8694
H 4.4472 2.2557 2.4790
H 5.7479 2.8170 3.5047
H 6.8620 7.6613 1.9871
H 5.5295 8.8613 2.5051
H 5.8850 7.5531 3.4696
H 5.2093 8.0415 -0.0495
H 3.5995 7.5557 0.0052
H 4.9331 6.3586 -0.1854
C -2.8222 4.3973 -5.1555
N -2.9122 5.4585 -4.1287
C -1.5773 5.7425 -3.4885
P -4.3487 6.1713 -3.6049
O -4.2055 7.4034 -2.8068
N -5.2026 6.4297 -5.1069
C -4.6049 7.2435 -6.1064
C -6.6289 6.5115 -5.1145
N -5.1623 4.7688 -2.8620
C -5.2374 4.7344 -1.4035
C -5.6559 3.5925 -3.4940
H -3.7696 4.1146 -5.6143
H -2.4419 3.5424 -4.5964
H -2.0626 4.6524 -5.8945
H -1.8218 6.1915 -2.5259
H -1.0768 6.4930 -4.1004
H -0.8932 4.9153 -3.2993
H -4.8840 8.2484 -5.7896
H -3.5262 7.1411 -5.9884
H -4.9854 6.9752 -7.0920
H -7.1139 6.5419 -6.0902
H -7.0663 5.7203 -4.5056
H -7.0230 7.4073 -4.6346
H -5.8456 5.5289 -0.9711
H -5.6594 3.8033 -1.0253
H -4.2737 5.0426 -0.9980
H -5.5500 3.6885 -4.5746
H -6.6933 3.3687 -3.2455
H -5.0986 2.7450 -3.0949
C 7.1882 0.3323 -0.4513
N 5.8527 0.2643 0.1556
C 4.7428 1.0032 -0.5471
P 5.3977 -0.8397 1.4284
O 4.1547 -0.3669 2.1437
N 5.2691 -2.3348 0.5700
C 6.4421 -2.7932 -0.1767
C 3.9893 -2.5828 -0.0613
N 6.8964 -0.8908 2.2723
C 7.1522 -2.1032 3.0992
C 7.1379 0.3696 2.9418
H 7.8458 0.7536 0.3091
H 7.2055 1.0499 -1.2715
H 7.5551 -0.6041 -0.8717
H 5.0094 2.0595 -0.5105
H 3.7630 0.9194 -0.0771
H 4.6658 0.7834 -1.6119
H 6.5653 -2.3461 -1.1631
H 7.3883 -2.5640 0.3134
H 6.4070 -3.8805 -0.1084
H 3.9058 -3.6580 -0.2194
H 3.2190 -2.3972 0.6873
H 3.7709 -2.0890 -1.0082
H 8.2271 -2.2737 3.1596
H 6.7572 -2.0555 4.1140
H 6.6696 -3.0047 2.7217
H 6.8618 1.2567 2.3717
H 8.1550 0.4489 3.3257
H 6.4669 0.4295 3.7987
C -3.6153 -1.2228 -2.4203
C -4.4743 -2.4804 -2.5255
O -4.2709 -3.2480 -1.4113
P -3.1903 -4.4684 -1.5045
O -1.7386 -4.0885 -1.5966
O -3.6820 -5.5180 -2.6384
C -3.0298 -6.6947 -3.0381
C -3.6509 -7.9711 -2.4518
O -3.5212 -5.2285 -0.0698
C -3.1698 -4.7081 1.1770
C -1.8754 -5.3162 1.6667
H -2.5739 -1.5431 -2.3895
H -3.8562 -0.6261 -3.3001
H -3.8297 -0.5907 -1.5585
H -5.5278 -2.2073 -2.5856
H -4.1362 -3.0407 -3.3972
H -3.0187 -6.7196 -4.1277
H -1.9619 -6.6228 -2.8319
H -4.6649 -8.0939 -2.8323
H -3.0983 -8.8921 -2.6373
H -3.5923 -7.9902 -1.3635
H -3.0246 -3.6332 1.0694
H -3.9683 -4.9223 1.8874
H -1.7265 -5.1295 2.7302
H -1.7900 -6.3754 1.4238
H -1.0526 -4.8063 1.1657
C -0.1378 -2.2126 1.5412
C -0.6539 -1.3152 0.4719
O -1.0654 -0.1551 1.1477
P -0.9158 1.2642 0.4032
O -1.8031 2.3507 0.9530
O 0.6803 1.5693 0.3876
C 1.4650 1.4799 1.5657
C 0.7826 2.2553 2.7186
O -1.3789 0.9999 -1.2011
C -1.6682 2.0545 -2.0588
C -0.3765 2.3002 -2.9124
H 0.3695 -3.1011 1.1652
H 0.5258 -1.6742 2.2179
H -1.0513 -2.5148 2.0533
H 0.0448 -1.0431 -0.3193
H -1.5188 -1.6688 -0.0894
H 1.7201 0.4896 1.9432
H 2.4507 1.9187 1.4113
H 1.5675 2.6728 3.3493
H 0.0526 3.0153 2.4401
H 0.2950 1.5221 3.3611
H -2.4877 1.8214 -2.7386
H -2.0159 2.9122 -1.4831
H 0.2282 1.4014 -3.0332
H -0.6388 2.6548 -3.9092
H 0.1795 3.1113 -2.4422
C 1.1120 2.0271 -8.1627
N 1.2598 2.5650 -6.8179
O 1.1918 3.7905 -6.8008
O 1.5060 1.8453 -5.8371
H 2.0263 2.2949 -8.6924
H 0.2847 2.5372 -8.6561
H 0.9598 0.9546 -8.0416
C -2.7282 4.4416 3.1275
N -2.5146 5.8206 3.4745
O -3.4793 6.5110 3.7224
O -1.3772 6.2716 3.5071
H -1.7966 3.9151 2.9203
H -3.4838 4.2958 2.3556
H -3.0533 3.9830 4.0614

Force components x, y, z for each atom (eV/Å):
C 1.9 -0.3 -0.3
N -0.3 -0.1 -1.8
C 0.2 -0.5 -0.5
P -0.9 -0.7 0.7
O -0.3 0.8 0.1
N -0.9 -1.9 0.7
C 0.1 1.0 0.8
C 0.7 1.3 -0.6
N -0.4 1.6 0.0
C 0.7 -0.1 -1.6
C -0.1 -0.2 1.8
H -0.7 0.3 -0.3
H 0.3 -0.2 0.3
H 0.0 -0.1 0.2
H 0.2 -0.3 0.2
H 0.0 0.3 -0.2
H -0.1 -0.2 0.4
H 0.1 -0.1 -0.5
H 0.1 0.2 -0.5
H 0.3 -0.1 0.5
H -0.1 0.2 0.0
H 0.0 0.2 -0.1
H -0.3 0.2 0.0
H -0.2 0.5 0.2
H -0.4 -0.5 0.5
H 0.5 -0.2 -0.1
H 0.4 -0.6 0.2
H -0.7 -0.4 0.0
H 0.1 0.2 -0.2
C -1.9 0.8 -0.2
N -0.8 0.6 -0.7
C 0.0 0.8 0.4
P 0.5 -1.5 -0.7
O 0.1 -0.3 0.5
N -0.6 -0.2 1.3
C 0.9 -0.4 0.1
C -0.3 -0.1 0.7
N 0.8 0.9 -2.5
C 0.2 0.3 0.7
C -1.2 0.6 0.4
H 0.6 -0.3 0.4
H 0.3 0.0 0.1
H -0.4 -0.3 -0.3
H -0.1 0.1 -0.4
H 0.2 -0.3 -0.2
H -0.2 0.0 0.3
H 0.1 0.1 0.1
H 0.3 0.4 -0.8
H 0.1 -0.4 -0.1
H 0.0 -0.1 0.0
H 0.3 -0.5 0.2
H 0.5 0.3 -0.2
H 0.1 0.2 0.6
H 0.2 -0.2 0.3
H -0.3 -0.1 -0.3
H 0.3 -0.3 -0.3
H 0.6 0.1 0.4
H -0.4 -0.2 0.1
C 0.1 -1.2 -0.6
N -1.9 -1.1 -0.9
C 0.7 0.1 0.6
P 1.1 2.4 -0.7
O -0.7 0.6 0.5
N 1.3 -1.0 0.6
C -0.1 -0.2 1.1
C -0.3 0.1 -0.7
N 0.1 1.4 -0.6
C 0.8 0.9 0.4
C -0.3 -0.4 -0.1
H -0.1 0.1 -0.1
H -0.4 0.2 -0.3
H 0.5 0.1 0.4
H 0.3 -0.1 -0.2
H -0.3 0.1 0.1
H -0.5 -0.4 0.4
H -0.1 -0.2 -0.5
H 0.5 -0.2 0.1
H -0.1 0.3 -0.3
H -0.2 -0.8 0.2
H -0.1 0.0 -0.2
H 0.2 0.3 0.6
H 0.3 -0.2 -0.2
H -0.3 -0.5 -0.4
H -0.1 -0.2 0.4
H 0.5 0.2 -0.2
H 0.0 -0.2 0.6
H -0.8 -0.2 0.1
C -0.2 -0.1 0.3
N -0.4 -0.1 -2.6
C 0.6 0.0 0.1
P 1.8 -1.0 2.1
O -0.7 0.4 0.5
N -1.2 1.2 1.4
C 0.0 -0.5 -0.2
C 0.0 0.7 0.0
N 2.8 -2.2 -0.1
C 0.4 0.5 0.1
C -1.0 -0.3 -0.9
H -0.1 0.1 0.1
H 0.2 0.4 -0.1
H 0.1 0.2 -0.3
H -0.7 -0.2 0.3
H 0.2 -0.4 0.6
H 0.1 0.6 -0.4
H -0.4 0.5 -0.2
H -0.2 0.0 -0.2
H 0.1 -0.1 0.5
H 0.3 -0.3 -0.1
H -0.1 -0.3 -0.2
H -0.1 -0.8 0.0
H -0.6 0.2 -0.2
H -0.6 0.2 0.5
H 0.3 -0.4 0.1
H 0.1 1.2 0.0
H -0.1 0.7 -0.2
H -0.4 -0.3 -0.7
C 0.3 0.3 1.4
N 0.6 -0.3 -0.2
C 0.9 0.8 -0.5
P -0.6 -1.0 -2.6
O 0.3 0.1 -0.3
N -1.5 0.6 -0.2
C 0.8 1.9 0.7
C 0.3 0.6 -0.4
N -1.9 -1.1 0.5
C -0.7 -0.5 1.0
C 1.1 -0.2 -0.1
H 0.4 0.3 0.2
H 0.0 -0.4 0.5
H -0.1 -0.1 -0.3
H -0.4 0.0 0.2
H 0.2 0.0 -0.1
H 0.2 0.0 0.0
H -0.1 -0.6 -0.2
H 0.5 0.1 -0.6
H -0.7 -0.4 0.3
H 0.4 0.1 0.3
H -0.1 0.0 -0.3
H -0.3 -0.4 0.7
H 0.1 0.5 0.0
H 0.4 0.3 -0.7
H 0.3 -0.3 0.1
H 0.4 0.1 0.5
H -0.4 -0.4 0.8
H -0.5 0.1 -0.5
C 0.2 0.2 1.3
N 0.9 0.3 -0.3
C -1.7 1.2 -0.1
P -1.0 -2.4 -1.8
O 0.1 -1.0 0.4
N 0.4 -2.5 1.7
C 0.6 0.7 0.9
C -1.2 0.1 1.3
N 0.0 2.9 0.2
C 0.2 1.5 0.1
C 0.3 -0.1 -0.4
H 0.1 0.4 0.0
H -0.1 -0.5 -0.4
H -0.1 0.1 -0.3
H 0.3 0.2 0.0
H 0.3 0.0 0.1
H -0.6 -0.4 -0.4
H 0.2 0.7 -0.9
H 0.1 0.1 -0.6
H 0.2 0.1 -0.1
H 0.5 -0.5 -0.3
H 0.0 -0.3 -0.3
H 0.2 0.6 0.2
H -0.6 0.1 -0.3
H 0.6 -0.1 -0.1
H 0.4 -0.9 0.4
H -0.1 -0.3 0.1
H -0.4 0.3 -0.1
H 0.3 -0.4 -0.4
C -0.5 0.6 0.5
N -1.9 -0.3 0.5
C 1.3 0.3 0.4
P 0.7 1.1 -2.1
O 1.6 -1.1 -1.0
N 0.6 1.5 1.4
C 0.2 -0.2 0.9
C -0.4 -1.0 0.9
N -1.6 -1.4 -0.9
C 0.0 0.3 0.0
C -0.4 0.2 1.2
H 0.5 -0.4 -0.1
H -0.4 0.1 0.0
H 0.1 0.1 0.3
H -0.1 0.3 0.0
H 0.3 -0.4 0.1
H 0.0 -0.5 0.0
H -0.5 -0.5 -0.3
H -0.2 0.3 0.4
H 0.0 -0.1 -0.9
H 0.1 -0.2 -0.3
H -0.2 0.4 -0.2
H 0.2 0.4 0.0
H 0.0 0.0 0.0
H 0.0 0.6 0.2
H 0.1 0.2 -0.6
H 0.3 -0.3 -0.5
H 0.1 -0.1 -0.3
H 0.0 0.1 0.5
C -0.4 -0.1 -0.4
C 0.5 2.1 -1.4
O 1.2 -3.5 1.6
P 1.0 -1.0 2.1
O -2.3 -0.1 -0.2
O -1.0 2.4 1.7
C 1.6 -1.5 -0.4
C 0.1 0.3 0.2
O -0.5 -0.1 -3.3
C 0.7 0.5 0.7
C 0.6 0.4 -0.2
H 0.1 0.4 -0.1
H 0.5 0.2 -0.2
H -0.1 -0.3 0.2
H -0.1 -0.3 -0.1
H -0.5 0.1 -0.4
H -0.5 0.0 -0.1
H 0.1 0.0 0.5
H -0.1 0.0 0.3
H 0.1 0.3 -0.9
H -0.6 0.6 0.2
H -0.2 0.2 0.4
H -0.2 0.1 -0.2
H -0.1 -0.2 0.1
H -0.2 0.0 0.2
H 0.1 -0.2 -0.1
C -0.3 -0.7 0.0
C 0.4 -0.2 -1.5
O -0.6 2.8 -0.4
P -1.8 1.6 -0.9
O 1.7 -1.8 -0.5
O -1.4 -0.9 -1.3
C 0.0 1.3 2.0
C 0.6 -0.8 0.5
O 1.1 -1.7 3.6
C 1.2 1.0 -1.4
C -1.1 0.9 0.3
H 0.0 0.1 -0.1
H 0.0 0.0 0.0
H 0.3 -0.3 0.6
H 0.5 -0.1 0.1
H -0.1 -0.6 0.2
H -0.5 -0.5 -0.6
H -0.2 0.2 -0.8
H 0.0 0.3 0.0
H 0.4 -0.1 -0.2
H -0.4 0.1 0.0
H -0.2 -0.7 0.2
H 0.3 0.3 -0.1
H -0.1 0.1 0.3
H 0.0 0.0 -0.1
H 0.4 -0.3 0.0
C -0.1 -1.0 -0.3
N 0.6 1.1 1.7
O 0.0 -0.7 0.7
O -0.6 1.0 -1.9
H 0.0 -0.3 0.0
H 0.0 -0.2 0.2
H 0.1 0.1 -0.4
C 0.3 -2.0 0.7
N 0.6 2.2 -0.2
O -0.5 -0.3 0.0
O 0.0 -0.7 0.0
H -0.1 0.6 -0.5
H 0.2 0.3 0.2
H -0.6 0.0 -0.1

Output
- Lowest unoccupied orbital energy: -0.2153 eV
- Net charge: 0
- Structure (SMILES): CN(C)P(=O)(N(C)C)N(C)C.CN(C)P(=O)(N(C)C)N(C)C.CN(C)P(=O)(N(C)C)N(C)C.CN(C)P(=O)(N(C)C)N(C)C.CN(C)P(=O)(N(C)C)N(C)C.CN(C)P(=O)(N(C)C)N(C)C.CN(C)P(=O)(N(C)C)N(C)C.CCOP(=O)(OCC)OCC.CCOP(=O)(OCC)OCC.C[N+](=O)[O-].C[N+](=O)[O-]
- Orbital gap: 0.2821 Eh